No. 1
Formula: C9H18N2O3Si
Source: the Open Molecules 2025 dataset
Level of theory: ωB97M-V with the def2-TZVPD basis set

```
33
C9H18N2O3Si (ωB97M-V with the def2-TZVPD basis set)
C -2.6876 -0.9487 1.5264
C -2.4024 0.3356 1.3704
C -2.8314 -0.7228 -0.5416
C -0.1305 2.5371 -2.1547
C 2.4534 -0.4256 -2.0778
C 1.0983 0.2833 2.2553
C 1.7676 -4.0487 0.2197
C -0.4389 1.7961 -0.8554
C -1.9892 1.6597 -0.7477
N -2.9759 -1.5982 0.3553
N -2.4562 0.5204 -0.0291
O 2.1221 -1.4269 -1.1505
O 1.5755 -0.1150 1.0895
O 1.4583 -2.8772 0.8386
Si 1.2047 -1.4408 0.1966
H -2.7681 -1.5550 2.4576
H -2.0637 1.1396 2.0158
H -0.3865 3.5720 -1.8969
H -0.6648 2.0339 -2.9643
H 0.9384 2.4762 -2.3312
H 3.2496 -0.9012 -2.6190
H 2.7978 0.4920 -1.4256
H 1.8214 0.0180 -2.8263
H 1.5949 -0.1394 3.2268
H -2.9118 -0.8869 -1.6908
H 0.9055 1.3847 2.3260
H 2.2951 -4.6042 0.9449
H 2.3802 -4.0157 -0.6532
H 0.8429 -4.5755 0.0208
H 0.0530 0.8508 -0.8608
H 0.0031 2.3218 0.0822
H -2.4112 1.6114 -1.8107
H -2.4554 2.4811 -0.1163
```

Values from the calculation:
HOMO-LUMO gap (alpha / beta) ... 0.2864 / 0.2831 Ha
HOMO level (alpha / beta) ... -7.9683 / -7.1715 eV



No. 2
Formula: C9H18N2O6
Source: the Open Molecules 2025 dataset
Level of theory: ωB97M-V with the def2-TZVPD basis set

```
35
C9H18N2O6 (ωB97M-V with the def2-TZVPD basis set)
O -2.3674 -1.3047 1.1453
O 1.1956 -1.2300 4.5522
O -2.2573 2.2398 -1.3200
O 1.0120 -3.4268 1.7347
O 3.6552 -1.0301 2.4700
O 1.0493 0.5691 -2.9275
C -2.1448 -0.6040 0.1693
C 1.6043 -1.8430 3.5700
C -1.0466 2.0973 -1.4510
N -0.2896 3.0411 -2.0226
N -0.9892 0.0639 0.1238
C -3.1617 -0.5771 -0.9558
C 0.6106 -2.2575 2.4789
C 3.1133 -2.0201 3.3692
C -0.7888 4.3333 -2.4880
C 0.1433 -0.0974 -2.0724
C -0.3228 0.8344 -0.9452
H 0.2869 -3.7240 1.1540
H 4.6234 -1.1082 2.4046
H 1.3254 -0.0401 -3.6203
H 0.6819 2.8149 -2.1808
H -0.4886 0.0173 0.9962
H -3.8051 0.2906 -0.8196
H -3.7695 -1.4779 -0.9008
H -2.6881 -0.5211 -1.9279
H -0.3630 -2.4392 2.9465
H 0.5022 -1.4178 1.7917
H 3.6048 -1.9425 4.3442
H 3.3060 -3.0241 2.9795
H 0.0385 4.9592 -2.8241
H -1.4865 4.1816 -3.3132
H -1.3147 4.8386 -1.6751
H -0.7085 -0.4382 -2.6581
H 0.6435 -0.9637 -1.6363
H 0.5961 1.2063 -0.4913
```

Values from the calculation:
Structure (SMILES) ... CNC(=O)[C@H](CO)NC(C)=O.O=C(CO)CO
HOMO-LUMO gap ... 0.3646 Ha
HOMO level ... -9.5973 eV



No. 3
Formula: C9H18N3
Source: the Open Molecules 2025 dataset
Level of theory: ωB97M-V with the def2-TZVPD basis set

```
30
C9H18N3 (ωB97M-V with the def2-TZVPD basis set)
C -0.1450 1.3331 0.3722
C -0.1425 0.1922 1.3583
C 1.1507 1.4457 -0.4443
C 1.6175 2.7589 -1.0630
C 0.5044 3.4954 -1.6438
C 0.1680 -2.9165 0.4049
C -1.0206 -2.3290 -0.5261
C 0.4953 -2.1019 1.5682
C -1.0451 0.0724 0.1221
N -0.5941 -0.9101 -0.7876
N -2.4512 0.1867 0.3477
N 0.8441 -0.7368 1.2721
H -0.6939 2.2351 0.4745
H -0.4803 0.4667 2.4460
H 1.9637 1.3266 0.2514
H 1.1649 0.7298 -1.2556
H 2.3051 3.2710 -0.4718
H 2.2233 2.3084 -2.0844
H 0.6354 4.5295 -1.8154
H -0.2073 2.8174 -2.0814
H -0.0309 -3.9020 0.8730
H 1.1474 -3.1597 -0.1577
H -0.9512 -2.8511 -1.5002
H -1.9793 -2.5267 -0.0201
H -0.3446 -2.0226 2.1724
H 1.2895 -2.4950 2.1351
H -0.9938 -0.6631 -1.7355
H -2.9341 0.7914 1.0202
H -2.8664 -0.7021 0.3434
H 1.3710 -0.6439 0.4252
```

Values from the calculation:
Total charge ... +1
HOMO-LUMO gap (alpha / beta) ... 0.3820 / 0.1703 Ha
HOMO level (alpha / beta) ... -13.0583 / -10.9179 eV



No. 4
Formula: C9H18N3S2
Source: the Open Molecules 2025 dataset
Level of theory: ωB97M-V with the def2-TZVPD basis set

```
32
C9H18N3S2 (ωB97M-V with the def2-TZVPD basis set)
C 0.1782 0.0678 -1.9740
N 0.3493 1.4810 -2.1012
C 0.4030 2.1530 -3.3624
C 0.6136 3.6116 -2.9770
N 0.6630 3.5876 -1.5399
C 0.8555 4.8002 -0.7926
C 0.4979 2.3126 -1.0232
N 0.4668 1.8671 0.1949
H 0.2064 -0.1832 -0.9087
H -0.7808 -0.2434 -2.4135
H 0.9807 -0.4610 -2.5089
H 1.2338 1.7777 -3.9748
H -0.5323 2.0208 -3.9223
H 1.5488 3.9943 -3.4078
H -0.2163 4.2321 -3.3421
H 0.8679 4.5503 0.2717
H 1.8073 5.2857 -1.0648
H 0.0443 5.5206 -0.9894
H 0.6051 2.6437 0.8434
C -0.5454 -4.4798 3.5142
C 0.1653 -4.5948 2.1786
S 0.6929 -2.9715 1.5498
C -0.6415 -1.9744 1.8103
S -1.8844 -2.1304 2.9387
C -1.9357 -3.9127 3.2934
H -0.6330 -5.4738 3.9581
H 0.0238 -3.8384 4.1938
H 1.0936 -5.1706 2.2788
H -0.4653 -5.0385 1.3990
H -0.6619 -1.0507 1.2218
H -2.4587 -4.3829 2.4521
H -2.5419 -3.9998 4.2037
```

Values from the calculation:
Total charge ... +1
HOMO-LUMO gap ... 0.1832 Ha
HOMO level ... -10.5478 eV



No. 5
Formula: C9H18N4
Source: the Open Molecules 2025 dataset
Level of theory: ωB97M-V with the def2-TZVPD basis set

```
31
C9H18N4 (ωB97M-V with the def2-TZVPD basis set)
C 0.1568 -0.3356 0.4011
C 1.5584 -1.9484 1.7006
C 0.6225 -2.6227 -0.4468
C -0.9066 -2.2799 1.4248
C -1.4763 2.1470 -0.1535
C -0.9212 1.2708 -2.5665
C 0.8520 2.4032 -1.1817
C 0.3915 -1.7915 0.8021
C -0.3566 1.5293 -1.0811
N 0.0149 0.6226 2.2871
N 0.4718 1.6943 2.1636
N 0.9339 2.7328 1.9822
N 0.0225 0.2677 -0.6370
H 2.3603 -1.5324 1.1423
H 1.4063 -1.2634 2.5379
H 1.7928 -3.0099 1.9390
H 0.3126 -3.5833 -0.2009
H 0.0289 -2.2939 -1.3865
H 1.6046 -2.6632 -0.7312
H -0.9850 -3.3307 1.3515
H -1.3081 -2.0428 2.3712
H -1.6761 -1.9019 0.6748
H -1.6974 3.1146 -0.6317
H -2.2581 1.3941 -0.2437
H -1.1310 2.2234 0.8079
H -1.0631 0.2523 -2.6909
H -1.8671 1.6968 -2.6316
H -0.3312 1.6358 -3.3573
H 1.6733 1.6010 -1.2475
H 0.8017 2.9757 -2.1649
H 0.9731 3.0381 -0.2331
```

Values from the calculation:
HOMO-LUMO gap (alpha / beta) ... 0.3197 / 0.3197 Ha
HOMO level (alpha / beta) ... -8.5328 / -8.5322 eV



No. 6
Formula: C9H18N4O2
Source: the Open Molecules 2025 dataset
Level of theory: ωB97M-V with the def2-TZVPD basis set

```
33
C9H18N4O2 (ωB97M-V with the def2-TZVPD basis set)
C -1.7058 0.2945 0.4915
C 1.6978 0.3399 0.5001
C -0.0259 1.7692 -0.5129
C 0.0215 -1.3419 -0.1948
C 0.0172 -2.5337 -1.0951
C -2.1355 -2.0211 0.6043
C 2.2387 -1.9764 0.4103
C -2.2765 2.4955 -0.2199
C 2.1669 2.5988 -0.0959
N -1.1816 -0.9351 0.3017
N 1.2329 -0.9059 0.2525
N -1.2570 1.4432 -0.0447
N 1.1971 1.4889 0.0042
O -2.8627 0.2872 1.1426
O 2.8378 0.3689 1.1803
H -0.0295 2.6102 -1.1851
H -0.9180 -2.5790 -1.6480
H 0.1463 -3.4949 -0.5958
H 0.8314 -2.4486 -1.8136
H -1.6347 -2.9805 0.6030
H -2.5478 -1.8547 1.5990
H -2.9603 -2.0280 -0.1068
H 2.7881 -2.1321 -0.5173
H 2.9462 -1.6987 1.1865
H 1.7558 -2.8999 0.7111
H -3.2269 2.0702 -0.5424
H -1.9538 3.1951 -0.9871
H -2.4059 3.0638 0.7041
H 1.7737 3.3727 -0.7490
H 3.1122 2.2572 -0.5199
H 2.3238 3.0610 0.8814
H -3.1973 1.1497 1.4243
H 3.1990 1.2480 1.3817
```

Values from the calculation:
Total charge ... +2
HOMO-LUMO gap ... 0.2724 Ha
HOMO level ... -15.0371 eV



E_tot in eV, matching the order above: -26622.73726, -24889.39673, -14083.17644, -35758.45067, -15580.51523, -19661.81749